Molecular formula: C91H201F2N11O7S2
Method: DFT, ωB97M-V/def2-TZVPD

```
314
Properties=species:S:1:pos:R:3:forces:R:3
N -13.636 -2.225 6.125 3.53 -4.40 -2.94
S -14.909 -2.341 6.878 -6.85 4.87 5.42
O -14.864 -2.570 8.299 0.20 -1.12 -0.82
O -16.119 -2.671 6.156 1.06 -0.79 0.33
F -15.031 -0.745 6.934 -0.51 1.40 -0.06
S -13.616 -3.861 5.761 2.50 -4.97 -1.62
O -14.266 -4.326 4.550 -0.22 1.57 0.65
O -13.698 -4.864 6.843 0.02 3.05 -1.38
F -12.114 -3.921 5.274 0.37 0.49 0.45
C -5.708 -7.779 3.581 -1.68 0.43 0.50
C -6.874 -7.190 2.729 -1.22 -1.59 -0.49
C -8.398 -7.496 3.138 -0.02 1.66 -0.12
N -9.539 -6.914 2.153 -0.26 -0.41 -0.17
C -10.937 -7.186 2.795 0.38 0.93 -1.07
C -12.139 -6.644 1.922 0.46 -0.43 1.11
C -11.984 -5.147 1.729 0.76 0.21 -1.96
C -10.558 -4.830 1.086 -1.88 -0.09 1.08
C -9.441 -5.379 1.956 0.39 -0.65 -1.32
C -9.514 -7.774 0.821 -0.26 1.57 1.25
H -5.845 -8.839 3.793 0.42 -0.15 -0.73
H -5.697 -7.363 4.589 0.31 0.51 -0.13
H -4.846 -7.481 2.985 0.32 -0.57 0.55
H -6.737 -7.686 1.768 0.01 0.34 -0.31
H -6.680 -6.124 2.614 -0.46 0.03 0.01
H -8.566 -6.992 4.090 -0.30 0.19 0.05
H -8.801 -8.499 3.273 0.99 -0.35 -0.22
H -10.955 -6.559 3.686 0.12 -0.37 0.32
H -10.948 -8.252 3.021 -0.25 0.14 0.04
H -13.054 -6.762 2.502 0.03 -0.37 0.40
H -12.362 -7.193 1.007 0.58 0.01 -0.13
H -12.300 -4.610 2.624 0.75 0.11 0.31
H -12.725 -4.843 0.990 -0.15 0.07 -0.21
H -10.436 -3.760 0.919 0.21 0.10 0.45
H -10.529 -5.199 0.061 0.01 -0.45 0.12
H -9.416 -4.886 2.927 0.04 -0.36 0.13
H -8.536 -5.144 1.396 0.39 -0.38 0.45
H -10.334 -7.404 0.206 0.35 -0.04 -0.09
H -9.755 -8.795 1.117 0.45 0.05 -0.05
H -8.548 -7.629 0.337 -0.16 -0.26 0.09
C -18.541 -13.646 1.094 0.48 -1.24 0.32
C -18.304 -12.241 1.603 -0.53 0.26 0.70
C -18.275 -12.163 3.173 -0.62 0.73 -0.66
N -18.331 -10.712 3.776 0.37 0.48 0.72
C -18.240 -10.847 5.319 -2.43 -1.72 0.31
C -18.330 -9.576 6.103 0.53 1.22 -1.02
C -17.180 -8.687 5.628 -0.45 0.58 0.58
C -16.927 -8.630 4.111 0.60 -1.86 0.25
C -16.968 -10.032 3.432 -1.98 0.54 0.09
C -19.630 -9.902 3.380 0.94 -0.87 -0.31
H -19.495 -14.063 1.415 -0.13 0.26 0.10
H -17.794 -14.352 1.455 0.17 -0.03 -0.20
H -18.555 -13.669 0.004 0.16 0.08 0.08
H -19.182 -11.777 1.153 -0.02 0.94 0.58
H -17.419 -11.794 1.152 0.12 -0.08 0.11
H -17.382 -12.572 3.646 0.17 -0.11 -0.43
H -19.103 -12.724 3.607 -0.24 0.22 -0.09
H -17.463 -11.551 5.616 0.61 0.45 -0.47
H -19.128 -11.411 5.606 -0.22 -0.27 -0.29
H -18.237 -9.657 7.186 0.05 -0.72 -0.02
H -19.305 -9.110 5.960 -0.07 0.00 -0.16
H -16.342 -9.090 6.198 0.59 0.14 -0.50
H -17.339 -7.695 6.050 0.19 0.26 -0.17
H -15.902 -8.296 3.955 0.00 0.44 -0.17
H -17.623 -8.035 3.519 0.00 0.34 0.44
H -16.255 -10.796 3.744 0.25 0.47 0.09
H -16.917 -9.889 2.353 0.00 -0.28 -0.02
H -20.535 -10.481 3.565 0.37 -0.46 0.22
H -19.607 -9.724 2.305 0.26 0.00 0.08
H -19.764 -8.964 3.919 0.62 -0.19 0.03
C -8.962 -2.580 7.174 0.70 1.80 -0.63
C -10.248 -1.720 7.395 0.56 -0.01 -0.03
C -9.878 -0.307 7.982 -0.96 -1.90 1.89
N -11.121 0.589 8.424 1.65 -1.27 -2.28
C -12.051 -0.196 9.416 0.75 1.39 0.92
C -11.310 -0.403 10.780 0.19 -0.03 -0.56
C -10.883 0.926 11.412 0.04 -0.94 -1.19
C -9.978 1.695 10.429 -0.36 0.17 -0.36
C -10.550 1.929 8.966 -1.29 -1.14 2.41
C -11.859 0.909 7.081 0.45 -1.43 2.65
H -8.334 -2.004 6.495 0.23 0.01 -0.26
H -9.014 -3.561 6.701 -0.73 0.07 0.29
H -8.322 -2.629 8.056 -0.38 -0.26 0.31
H -10.863 -2.352 8.035 -0.46 0.57 0.27
H -10.788 -1.526 6.468 0.06 -0.54 -0.22
H -9.128 0.194 7.370 -0.58 0.54 -0.14
H -9.406 -0.538 8.937 0.30 0.32 -0.14
H -12.465 -1.125 9.023 0.54 0.08 -0.57
H -12.904 0.474 9.523 -0.06 0.18 0.19
H -10.465 -1.051 10.545 0.17 -0.10 0.31
H -11.900 -0.913 11.542 -0.44 -0.34 -0.49
H -10.281 0.815 12.315 -0.15 -0.38 0.02
H -11.844 1.325 11.736 0.23 1.09 -0.20
H -9.047 1.136 10.326 0.06 -0.05 0.13
H -9.713 2.575 11.015 0.10 0.64 -0.98
H -9.869 2.332 8.216 0.00 -0.08 0.24
H -11.467 2.510 9.063 0.22 0.53 -0.19
H -12.757 1.411 7.439 0.13 0.55 -0.81
H -12.122 -0.087 6.725 -0.21 0.30 -0.42
H -11.116 1.400 6.453 -0.56 0.35 -0.01
C -10.830 -5.856 7.982 -0.45 -0.47 1.72
C -11.443 -5.100 9.224 -1.25 0.21 -1.00
C -12.489 -5.921 10.103 1.07 0.79 -0.32
N -12.936 -5.207 11.404 0.26 -1.27 -0.65
C -13.879 -6.201 12.143 1.66 -1.55 0.56
C -13.036 -7.484 12.616 -1.70 0.38 -0.31
C -11.919 -7.033 13.501 0.90 0.64 -0.49
C -10.942 -6.167 12.710 -0.17 0.88 -0.34
C -11.680 -4.865 12.204 -0.01 -1.08 1.11
C -13.747 -3.996 11.128 0.55 0.03 -0.55
H -9.969 -5.340 7.558 -0.34 0.24 -0.02
H -11.612 -6.062 7.250 0.18 0.10 -0.09
H -10.436 -6.806 8.342 0.05 -0.22 -0.12
H -12.087 -4.342 8.779 0.03 0.41 -0.13
H -10.667 -4.521 9.725 0.02 -0.62 0.46
H -12.080 -6.893 10.378 -0.11 0.25 0.14
H -13.402 -6.083 9.531 0.01 -0.02 -0.05
H -14.717 -6.387 11.471 0.14 -0.29 -0.12
H -14.234 -5.718 13.053 0.07 0.28 -0.11
H -12.744 -8.159 11.812 0.33 0.47 -0.41
H -13.630 -8.207 13.176 -0.78 0.56 0.16
H -11.418 -7.895 13.941 0.02 0.22 0.18
H -12.284 -6.342 14.261 -0.26 -0.52 0.53
H -10.473 -6.727 11.900 -0.08 0.07 -0.23
H -10.114 -5.855 13.346 -0.05 0.22 0.02
H -11.037 -4.166 11.670 -0.23 -0.29 -0.33
H -12.028 -4.313 13.078 -0.14 -0.09 0.14
H -13.107 -3.335 10.544 -0.04 0.46 0.42
H -14.092 -3.604 12.085 0.21 0.23 -0.19
H -14.596 -4.195 10.474 -0.02 -0.47 0.19
C -11.176 -13.483 10.404 0.97 -1.23 0.65
C -12.370 -12.781 9.774 0.79 0.60 -1.25
C -12.013 -12.395 8.299 -1.17 0.65 0.45
N -13.044 -11.352 7.678 1.23 -0.50 -1.18
C -12.786 -9.957 8.261 -0.87 -1.38 0.76
C -13.548 -8.831 7.580 -0.15 -0.41 0.74
C -13.469 -8.740 6.062 -0.18 -1.33 0.49
C -13.596 -10.171 5.452 0.89 0.27 0.78
C -12.646 -11.181 6.210 -2.29 -0.27 -1.43
C -14.545 -11.870 7.896 1.77 2.05 -0.21
H -11.384 -14.434 10.893 -0.76 0.32 0.49
H -10.645 -12.853 11.118 -0.27 0.03 0.07
H -10.373 -13.893 9.791 -0.12 0.59 -1.02
H -12.523 -11.880 10.368 -0.32 0.07 -0.14
H -13.301 -13.347 9.771 0.24 -0.19 0.14
H -12.004 -13.265 7.641 -0.33 -0.04 0.02
H -11.044 -11.916 8.159 0.00 0.08 0.40
H -11.715 -9.758 8.293 0.11 -0.45 -0.30
H -13.135 -10.137 9.278 -0.05 0.94 0.24
H -13.156 -7.962 8.110 -0.27 0.36 -0.29
H -14.591 -8.923 7.885 -0.11 0.25 0.11
H -12.496 -8.385 5.721 0.02 0.36 0.02
H -14.276 -8.076 5.752 0.19 0.13 -0.35
H -13.291 -10.060 4.412 0.18 -0.55 -0.10
H -14.576 -10.647 5.435 -0.27 0.51 0.16
H -11.613 -10.906 5.999 0.13 -0.06 0.98
H -12.841 -12.128 5.705 0.34 -0.25 0.22
H -14.703 -12.860 7.468 0.34 0.13 0.15
H -15.145 -11.091 7.428 -0.19 -0.34 -0.14
H -14.732 -11.749 8.963 0.05 -0.42 0.03
C -24.383 -5.095 9.200 -0.09 1.17 0.71
C -23.006 -5.206 8.540 0.09 -0.79 -0.42
C -21.971 -4.484 9.340 -0.21 0.51 0.16
N -20.542 -4.462 8.828 -0.10 -0.63 -0.76
C -19.769 -3.634 9.882 1.96 -1.47 -1.08
C -18.248 -3.669 9.589 -0.03 -1.26 0.85
C -17.634 -5.133 9.503 -0.89 1.87 0.22
C -18.492 -5.998 8.603 1.24 0.08 -0.91
C -19.986 -5.977 8.755 0.22 0.86 1.12
C -20.445 -3.878 7.427 -0.45 0.31 0.22
H -24.770 -6.046 9.567 -0.05 0.16 -0.32
H -25.128 -4.515 8.656 0.01 -0.61 -0.57
H -24.290 -4.437 10.064 0.09 -0.20 0.50
H -22.971 -4.797 7.530 -0.37 -0.39 -0.20
H -22.761 -6.268 8.570 0.14 -0.06 -0.64
H -21.948 -4.926 10.336 0.21 0.32 0.11
H -22.259 -3.433 9.371 0.07 0.10 0.42
H -19.934 -4.159 10.823 -0.16 0.09 -0.02
H -20.008 -2.579 10.010 -1.09 -0.25 -0.59
H -17.883 -3.160 10.481 0.59 0.09 -0.06
H -17.929 -3.098 8.717 -0.26 0.14 -0.09
H -17.525 -5.568 10.496 -0.18 -0.07 0.01
H -16.629 -5.030 9.094 -0.02 -0.25 -0.06
H -18.000 -6.970 8.618 -0.68 -0.65 0.56
H -18.302 -5.753 7.558 0.16 0.60 -0.31
H -20.332 -6.440 9.679 -0.04 0.08 0.03
H -20.386 -6.525 7.902 -0.65 0.57 0.12
H -21.007 -4.451 6.690 0.40 -0.74 0.34
H -19.405 -3.748 7.128 -0.19 -0.19 0.18
H -20.977 -2.932 7.325 0.23 0.36 0.78
C -15.253 -0.814 12.253 -2.08 0.02 0.05
C -16.543 -0.178 11.646 0.60 1.30 -0.93
C -16.215 0.996 10.679 -0.73 -0.09 1.06
N -17.431 1.444 9.848 0.90 -0.78 -1.56
C -18.702 1.692 10.684 -0.21 1.62 -0.25
C -18.584 2.986 11.564 0.71 -0.54 -0.86
C -18.225 4.164 10.636 0.69 0.47 0.18
C -16.915 3.959 9.839 -0.15 -0.74 1.02
C -16.960 2.695 9.047 -1.16 0.33 -0.21
C -17.687 0.418 8.698 -0.38 0.29 1.35
H -15.737 -1.599 12.834 0.78 -0.53 0.13
H -14.737 -0.189 12.982 0.02 0.22 -0.33
H -14.600 -1.211 11.475 0.02 -0.01 0.12
H -17.233 0.202 12.399 0.39 0.05 0.39
H -17.171 -0.884 11.102 0.43 -0.51 -0.09
H -15.358 0.810 10.032 -0.38 -0.41 -0.50
H -15.887 1.860 11.257 -0.32 0.08 0.13
H -19.136 0.801 11.137 0.97 -0.23 0.35
H -19.490 1.948 9.975 0.20 0.09 -0.52
H -17.818 2.939 12.338 0.07 -0.40 0.05
H -19.524 3.126 12.097 -0.07 0.07 -0.23
H -18.026 5.059 11.224 -0.48 0.01 0.15
H -19.029 4.395 9.937 -0.16 -0.02 0.03
H -16.047 3.853 10.490 -0.03 0.63 0.36
H -16.729 4.771 9.137 -0.01 0.11 0.17
H -15.994 2.526 8.571 -0.04 -0.68 0.18
H -17.686 2.899 8.259 -0.25 -0.66 -0.14
H -18.620 0.687 8.204 0.36 0.56 -0.28
H -17.913 -0.588 9.051 0.51 0.04 0.52
H -16.793 0.419 8.074 -0.34 -0.03 -0.04
C -17.526 0.310 5.163 0.01 1.03 -1.58
C -18.947 0.789 4.814 -1.53 0.81 1.57
C -19.089 2.177 4.064 -0.22 -1.54 -1.26
N -20.459 2.427 3.243 1.10 -0.14 0.52
C -20.077 3.505 2.144 -1.17 1.63 1.64
C -21.183 3.778 1.126 -0.38 -1.38 0.51
C -21.596 2.442 0.461 0.55 0.80 -0.14
C -22.082 1.443 1.529 0.58 1.34 0.30
C -21.021 1.165 2.581 1.13 -0.10 -0.05
C -21.564 2.944 4.266 1.20 0.50 -1.45
H -17.054 1.105 5.739 0.25 -0.18 0.16
H -16.998 0.251 4.212 0.37 -0.02 -0.05
H -17.363 -0.662 5.628 -0.67 0.17 0.24
H -19.421 0.979 5.777 -0.26 -0.09 0.29
H -19.602 0.016 4.411 0.42 0.00 -0.54
H -18.290 2.170 3.323 -0.22 0.22 -0.38
H -18.908 3.051 4.689 -0.40 -0.15 0.11
H -19.109 3.454 1.646 0.02 -1.34 0.24
H -19.936 4.332 2.841 -0.06 0.58 -0.33
H -20.904 4.556 0.416 0.36 -0.21 0.01
H -22.110 4.136 1.575 0.15 0.31 0.39
H -20.769 2.016 -0.106 0.20 -0.08 -0.03
H -22.315 2.772 -0.289 -0.48 -0.78 0.14
H -22.324 0.476 1.088 -0.64 0.21 0.21
H -22.836 1.952 2.129 -1.01 -0.57 -0.62
H -20.195 0.631 2.112 0.40 0.19 0.05
H -21.386 0.521 3.381 -0.20 0.12 -0.06
H -22.303 3.515 3.704 -0.44 -0.88 -0.18
H -21.208 3.750 4.906 0.78 -0.47 0.20
H -21.888 2.054 4.805 -0.28 0.41 -0.10
C -18.381 -3.713 4.604 0.57 0.47 -1.08
C -17.460 -3.767 3.370 0.37 1.77 1.31
C -17.394 -5.160 2.926 -0.24 0.20 -2.95
N -17.145 -5.149 1.334 -1.85 -2.92 -0.41
C -15.891 -4.448 0.809 -0.74 -0.18 1.15
C -15.546 -4.819 -0.603 0.40 0.05 0.02
C -15.347 -6.310 -0.748 -0.58 -0.11 -1.97
C -16.680 -7.000 -0.447 0.25 -0.56 1.70
C -17.103 -6.718 1.015 0.71 0.54 -1.35
C -18.407 -4.600 0.599 1.15 0.56 0.50
H -18.273 -2.756 5.114 -0.07 -0.21 0.09
H -17.982 -4.521 5.217 -0.68 0.06 0.54
H -19.403 -3.825 4.242 -0.15 -0.38 0.49
H -16.490 -3.385 3.688 0.23 -0.22 -0.05
H -17.769 -3.103 2.562 -0.33 -0.02 0.21
H -18.389 -5.602 2.974 0.06 -0.25 0.08
H -16.675 -5.795 3.443 0.22 0.14 -0.35
H -15.147 -4.755 1.543 0.44 0.05 -0.20
H -16.022 -3.369 0.893 -0.34 -0.02 0.25
H -14.704 -4.198 -0.909 0.46 -0.27 0.21
H -16.278 -4.510 -1.349 -0.44 0.03 0.29
H -14.495 -6.768 -0.247 -0.16 0.22 0.59
H -15.108 -6.445 -1.803 -0.03 -0.32 -0.12
H -16.597 -8.086 -0.463 0.32 -0.16 -0.16
H -17.551 -6.842 -1.084 0.43 0.67 -0.44
H -16.441 -7.210 1.728 0.37 0.50 -0.01
H -18.049 -7.251 1.107 -0.56 0.97 0.56
H -18.332 -4.556 -0.488 0.56 -0.68 0.09
H -18.410 -3.542 0.860 -0.70 -0.19 0.26
H -19.298 -5.175 0.851 0.18 0.24 0.33
C -9.608 -1.606 3.572 -0.74 -0.14 0.43
C -10.789 -1.162 2.665 -0.59 0.10 -0.09
C -12.000 -0.624 3.459 0.63 0.65 -0.72
N -13.265 -0.194 2.639 0.19 -2.58 -1.23
C -14.264 0.446 3.622 0.57 0.82 -1.51
C -13.892 1.941 3.854 -0.30 -1.18 -0.58
C -13.629 2.658 2.509 -0.44 -0.15 0.30
C -12.534 1.996 1.668 -0.30 -0.24 -0.21
C -12.948 0.536 1.292 0.45 2.02 2.09
C -13.956 -1.487 2.145 0.30 0.55 1.15
H -9.930 -2.327 4.323 -0.30 -0.39 -0.14
H -9.200 -0.822 4.211 0.01 0.50 -0.45
H -8.773 -2.062 3.040 -0.17 0.23 -0.28
H -11.231 -1.986 2.106 0.63 -0.41 -0.21
H -10.462 -0.419 1.938 0.18 -0.01 0.08
H -11.651 0.273 3.970 -0.41 -0.07 0.35
H -12.325 -1.423 4.126 -0.24 0.41 0.24
H -14.295 -0.267 4.445 0.07 0.43 0.33
H -15.207 0.369 3.081 -0.10 0.23 0.12
H -13.026 1.976 4.515 0.14 0.26 -0.08
H -14.701 2.475 4.353 -0.10 -0.29 0.16
H -13.534 3.702 2.807 0.90 0.08 -0.51
H -14.507 2.696 1.864 -0.51 -0.29 0.25
H -11.593 2.054 2.215 0.23 -0.33 -0.18
H -12.394 2.501 0.712 0.08 0.27 0.13
H -12.151 0.025 0.751 -0.15 -0.23 0.34
H -13.845 0.545 0.672 -0.12 -0.09 0.28
H -14.931 -1.230 1.729 0.29 0.18 -0.33
H -14.166 -2.094 3.025 0.21 -0.25 -0.02
H -13.307 -2.001 1.436 -0.17 0.09 0.07
O -17.522 -9.614 9.998 -1.76 0.59 -0.83
C -16.302 -9.094 10.105 3.36 0.85 0.14
O -15.450 -9.877 10.543 0.99 -1.62 0.43
O -15.977 -7.935 9.746 -1.83 1.05 -0.70
H -17.331 -10.507 10.293 -0.45 -0.53 0.34
```
Forces are in eV/Å.

The calculated total energy is -155362.9673 eV. The value obtained for the LUMO energy is -13.57 eV. Its charge is +8. As for the spin multiplicity: 1. The HOMO-LUMO gap is 6.20 eV.

Here are the Löwdin charges for atoms 1 to 99, given in e:
1 N -0.225
2 S 0.360
3 O -0.267
4 O -0.278
5 F -0.227
6 S 0.543
7 O -0.299
8 O -0.262
9 F -0.180
10 C -0.065
11 C -0.198
12 C -0.050
13 N -0.216
14 C -0.084
15 C -0.167
16 C -0.180
17 C -0.131
18 C -0.103
19 C 0.077
20 H 0.085
21 H 0.074
22 H 0.097
23 H 0.098
24 H 0.104
25 H 0.112
26 H 0.118
27 H 0.120
28 H 0.122
29 H 0.102
30 H 0.106
31 H 0.084
32 H 0.088
33 H 0.104
34 H 0.123
35 H 0.129
36 H 0.137
37 H 0.083
38 H 0.113
39 H 0.113
40 C -0.090
41 C -0.225
42 C -0.072
43 N -0.196
44 C -0.119
45 C -0.158
46 C -0.167
47 C -0.155
48 C -0.079
49 C 0.063
50 H 0.095
51 H 0.089
52 H 0.098
53 H 0.108
54 H 0.102
55 H 0.126
56 H 0.141
57 H 0.138
58 H 0.143
59 H 0.127
60 H 0.109
61 H 0.094
62 H 0.104
63 H 0.100
64 H 0.076
65 H 0.120
66 H 0.116
67 H 0.120
68 H 0.094
69 H 0.084
70 C -0.072
71 C -0.209
72 C -0.074
73 N -0.221
74 C -0.069
75 C -0.164
76 C -0.167
77 C -0.118
78 C -0.043
79 C 0.025
80 H 0.071
81 H 0.061
82 H 0.092
83 H 0.083
84 H 0.061
85 H 0.145
86 H 0.107
87 H 0.102
88 H 0.110
89 H 0.105
90 H 0.108
91 H 0.135
92 H 0.118
93 H 0.116
94 H 0.133
95 H 0.139
96 H 0.127
97 H 0.100
98 H 0.055
99 H 0.112